1.
C45H44BrF7OPS | the ωB97M-V functional and the def2-TZVPD basis

```
100
Properties=species:S:1:pos:R:3:forces:R:3:mulliken_charge:R:1
C -0.855 -2.580 -0.777 0.30 0.44 -0.32 -1.23
C 0.462 -1.852 -1.100 -0.06 -0.41 0.34 -0.27
C 0.765 -0.717 -0.115 -0.21 -0.50 0.00 -0.59
S 0.299 0.971 -0.620 0.42 0.40 0.51 0.14
P 0.068 0.957 -2.852 -0.12 -0.48 -0.59 0.40
O 0.383 2.498 -3.151 -0.26 0.09 0.37 -0.41
Br -2.109 1.000 -2.953 -0.05 0.00 -0.07 0.06
H -0.659 -3.366 -0.052 -0.24 -0.04 0.05 0.33
H -1.598 -1.884 -0.382 -0.08 -0.05 0.06 0.35
H -1.269 -3.015 -1.683 -0.03 -0.22 0.07 0.32
H 0.499 -1.541 -2.140 0.03 0.15 -0.04 0.31
H 1.282 -2.564 -0.986 0.02 0.01 -0.13 0.24
H 1.814 -0.672 0.163 0.06 0.23 -0.11 0.48
H 0.183 -0.871 0.795 0.12 0.10 0.10 0.41
H -0.932 1.078 -0.089 -0.08 -0.13 -0.11 0.08
H 1.260 2.759 -2.850 0.32 0.29 -0.18 0.35
F -0.958 -6.125 -0.850 0.00 0.02 0.00 -0.36
C 0.145 -6.321 -1.609 0.06 0.05 -0.05 0.33
C 0.030 -6.248 -2.982 -0.11 0.04 -0.05 -0.43
C 1.169 -6.441 -3.752 0.04 0.01 0.03 -0.40
C 2.390 -6.703 -3.145 0.02 0.01 -0.01 -0.62
C 2.475 -6.770 -1.762 0.01 0.01 -0.05 -0.28
C 1.346 -6.576 -0.980 -0.01 0.06 0.12 -0.23
H -0.933 -6.050 -3.434 -0.01 -0.02 0.01 0.47
H 1.099 -6.389 -4.830 -0.01 -0.01 -0.01 0.39
H 3.272 -6.858 -3.751 0.01 -0.01 0.00 0.40
H 3.422 -6.980 -1.283 0.00 -0.01 0.02 0.40
H 1.391 -6.626 0.098 -0.02 -0.05 0.01 0.32
F -1.782 0.898 1.705 -0.05 -0.02 0.02 -0.31
C -2.967 1.591 1.657 -0.22 0.08 0.07 1.21
C -3.259 2.293 0.512 0.21 -0.10 -0.11 -0.57
C -4.449 2.998 0.440 -0.09 0.04 0.07 -0.61
C -5.315 2.995 1.525 0.02 -0.03 0.04 -0.75
C -4.993 2.280 2.672 -0.01 0.06 -0.07 -0.41
C -3.807 1.562 2.746 0.11 -0.11 0.16 -0.57
H -2.557 2.286 -0.310 -0.09 0.14 -0.10 0.17
H -4.693 3.551 -0.455 0.01 0.02 -0.02 0.55
H -6.242 3.549 1.476 -0.01 0.00 0.00 0.45
H -5.667 2.279 3.517 -0.01 -0.01 0.01 0.40
H -3.539 0.995 3.627 0.00 0.00 0.00 0.45
F -1.313 -1.697 -7.633 0.00 0.00 0.01 -0.30
C -1.911 -0.495 -7.758 -0.01 0.01 -0.01 0.35
C -1.724 0.443 -6.764 0.06 0.04 0.12 -0.35
C -2.335 1.682 -6.889 -0.02 -0.02 -0.03 -0.15
C -3.124 1.961 -7.996 -0.02 0.03 0.00 -0.62
C -3.298 0.999 -8.981 0.01 0.02 0.04 -0.32
C -2.687 -0.242 -8.869 -0.03 -0.05 -0.08 -0.50
H -1.106 0.195 -5.910 0.02 -0.03 -0.03 0.35
H -2.194 2.432 -6.121 0.00 0.01 0.01 0.35
H -3.600 2.927 -8.091 0.00 0.01 -0.01 0.38
H -3.914 1.213 -9.843 0.00 0.00 -0.02 0.37
H -2.806 -1.003 -9.627 0.00 -0.01 0.01 0.43
F 2.763 -8.051 1.522 0.02 0.00 0.01 -0.36
C 3.369 -7.074 2.231 0.01 0.03 0.04 0.30
C 4.744 -7.088 2.346 0.07 -0.05 -0.06 -0.49
C 5.358 -6.078 3.072 -0.01 0.02 0.01 -0.40
C 4.597 -5.085 3.673 -0.03 0.04 0.02 -0.31
C 3.216 -5.098 3.546 0.04 -0.01 -0.03 -0.57
C 2.588 -6.097 2.814 -0.10 0.02 0.00 -0.25
H 5.315 -7.878 1.877 -0.02 -0.01 0.00 0.44
H 6.434 -6.068 3.174 0.01 -0.01 0.02 0.40
H 5.087 -4.309 4.243 0.02 0.01 -0.01 0.36
H 2.619 -4.332 4.023 -0.01 0.00 0.00 0.39
H 1.512 -6.131 2.704 0.00 -0.04 0.02 0.50
F 7.451 -4.006 5.138 -0.04 0.02 0.00 -0.26
C 7.475 -3.448 6.371 0.04 0.01 0.05 0.65
C 8.695 -3.234 6.975 0.10 -0.02 -0.04 -0.59
C 8.717 -2.661 8.238 -0.04 0.01 0.01 -0.33
C 7.532 -2.320 8.875 0.00 0.01 0.03 -0.60
C 6.318 -2.551 8.245 0.04 0.01 0.01 -0.37
C 6.281 -3.118 6.979 -0.09 -0.01 -0.05 -0.32
H 9.606 -3.513 6.463 -0.01 0.00 -0.02 0.41
H 9.665 -2.482 8.726 0.01 -0.01 0.00 0.36
H 7.555 -1.878 9.861 0.00 0.00 0.01 0.37
H 5.392 -2.291 8.740 -0.01 0.01 0.00 0.35
H 5.345 -3.305 6.471 0.00 -0.02 0.00 0.34
F -4.818 5.016 -2.184 0.01 0.01 -0.04 -0.27
C -5.196 6.319 -2.081 -0.01 0.06 0.02 0.62
C -5.344 7.057 -3.235 0.02 -0.05 -0.11 -0.65
C -5.730 8.385 -3.122 0.00 0.02 0.04 -0.37
C -5.953 8.946 -1.873 0.00 0.02 0.00 -0.60
C -5.792 8.177 -0.729 0.00 0.03 -0.04 -0.45
C -5.412 6.846 -0.827 0.00 -0.08 0.09 -0.15
H -5.161 6.599 -4.198 -0.01 -0.01 0.01 0.43
H -5.858 8.981 -4.015 0.01 0.00 -0.01 0.37
H -6.252 9.981 -1.791 0.00 0.01 0.00 0.38
H -5.960 8.613 0.247 -0.01 -0.01 0.02 0.39
H -5.279 6.230 0.052 0.03 0.01 -0.01 0.28
F -3.071 6.511 1.409 0.00 0.00 0.01 -0.30
C -1.782 6.137 1.532 0.08 -0.01 -0.02 0.39
C -1.495 4.945 2.162 -0.14 -0.18 0.08 -0.43
C -0.169 4.557 2.285 0.04 0.04 -0.07 -0.34
C 0.844 5.365 1.786 0.02 -0.03 -0.03 -0.74
C 0.528 6.563 1.159 0.00 -0.05 0.01 -0.34
C -0.796 6.958 1.024 -0.01 0.08 -0.06 -0.50
H -2.302 4.336 2.550 -0.02 0.03 0.00 0.51
H 0.071 3.623 2.777 -0.01 0.01 0.05 0.47
H 1.879 5.067 1.894 0.01 0.01 0.02 0.42
H 1.314 7.199 0.777 0.00 0.01 -0.01 0.40
H -1.065 7.885 0.536 -0.02 0.00 0.01 0.46
```
Positions in Å, forces in eV/Å.

energy above the lowest of the compared OMol25 structures with the same formula, charge and spin	7.1	kcal per mole
largest force on an atom	0.01507	hartree/bohr
LUMO	-3.649	eV
gap between HOMO and LUMO	0.2593	Eh
total charge	+1
HOMO	-10.70	eV


2.
C45H44Cl5CrN5O5S | the ωB97M-V functional and the def2-TZVPD basis

```
106
Properties=species:S:1:pos:R:3:forces:R:3:mulliken_charge:R:1
Cr -0.684 0.988 0.615 -0.28 -0.88 0.59 0.15
C -1.230 2.570 4.317 0.10 0.01 -0.06 -1.54
C -0.055 1.667 4.066 -0.09 -0.01 0.03 0.86
C 1.034 1.715 4.940 -0.02 0.02 -0.04 -0.76
C 2.059 0.806 4.812 0.05 0.00 0.08 -1.17
C 1.933 -0.211 3.875 0.17 -0.07 -0.13 -0.20
C 0.830 -0.195 3.053 -0.02 0.21 -0.09 -0.10
N -0.115 0.767 3.082 0.11 0.08 0.11 0.39
C 0.473 -1.289 2.142 -0.05 0.00 -0.10 -0.02
C 0.948 -2.584 2.263 0.18 0.00 -0.07 -0.36
C 0.331 -3.594 1.546 -0.02 -0.09 -0.03 -1.34
C -0.825 -3.310 0.834 -0.02 -0.09 0.04 -0.98
C -1.244 -1.996 0.752 0.05 0.05 0.08 0.59
N -0.527 -1.002 1.287 0.26 0.31 -0.16 1.40
C -2.520 -1.558 0.180 -0.14 0.03 0.06 -0.35
C -3.568 -2.431 -0.027 -0.07 -0.08 0.07 -0.49
C -4.774 -1.919 -0.477 0.00 -0.05 0.01 -1.08
C -4.854 -0.573 -0.760 -0.02 0.03 -0.02 -0.98
C -3.750 0.258 -0.563 0.04 0.01 -0.09 0.66
C -3.857 1.688 -1.002 -0.03 -0.06 0.06 -1.31
N -2.618 -0.238 -0.040 0.26 0.26 0.05 1.53
H -1.469 2.537 5.380 -0.01 0.03 0.00 0.72
H -2.103 2.236 3.765 0.00 -0.03 0.02 0.03
H -1.006 3.610 4.070 0.00 -0.02 0.01 0.28
H 1.048 2.469 5.716 0.02 -0.02 -0.01 0.52
H 2.929 0.856 5.453 -0.03 -0.01 -0.01 0.52
H 2.701 -0.962 3.752 0.01 -0.05 0.04 0.50
H 1.790 -2.789 2.909 -0.02 -0.02 0.03 0.51
H 0.710 -4.607 1.595 0.01 0.02 -0.01 0.56
H -1.383 -4.097 0.346 -0.01 0.02 0.05 0.48
H -3.454 -3.486 0.177 -0.02 0.03 0.04 0.52
H -5.628 -2.568 -0.618 0.01 0.01 -0.02 0.49
H -5.770 -0.142 -1.145 0.04 0.00 0.00 0.62
H -4.441 1.739 -1.921 0.04 -0.02 -0.01 0.66
H -2.885 2.129 -1.171 0.01 0.09 0.04 -0.09
H -4.376 2.284 -0.254 -0.03 -0.02 -0.01 0.27
Cl -2.826 7.681 2.169 0.00 0.01 0.00 -0.14
C -2.609 6.003 1.944 0.02 -0.01 0.04 0.36
C -1.345 5.504 1.622 -0.02 0.09 0.09 -0.21
Cl 0.022 6.525 1.505 0.03 0.00 -0.04 -0.13
C -1.213 4.147 1.413 -0.05 -0.18 -0.34 0.27
Cl 0.290 3.357 1.138 0.02 0.20 -0.02 -0.38
C -2.276 3.264 1.492 0.26 0.21 -0.30 -0.93
O -2.038 1.980 1.224 -0.35 -0.05 0.31 0.23
C -3.514 3.748 1.898 -0.17 -0.08 0.03 0.55
Cl -4.783 2.634 2.214 0.00 -0.02 0.02 -0.10
C -3.681 5.118 2.109 0.01 0.00 -0.01 0.25
Cl -5.211 5.716 2.575 -0.01 -0.01 0.01 -0.15
C 3.055 -8.025 -0.268 0.12 0.06 0.00 -1.51
C 3.461 -6.586 -0.101 -0.04 -0.03 0.06 0.94
C 3.298 -5.669 -1.138 0.00 0.00 -0.04 -0.99
C 3.661 -4.339 -0.985 0.08 0.00 0.00 -0.13
C 4.194 -3.921 0.227 -0.12 0.08 0.05 0.15
C 4.391 -4.820 1.270 -0.02 0.00 0.00 -0.70
C 4.026 -6.145 1.098 0.02 0.00 -0.05 -0.77
S 4.608 -2.231 0.523 -0.28 -0.06 0.03 1.36
O 4.320 -1.983 1.918 -0.08 0.03 0.03 -0.58
O 5.897 -1.888 0.012 0.05 0.04 -0.07 -0.73
N 3.487 -1.452 -0.432 -0.12 0.30 0.19 0.11
C 3.811 -0.055 -0.782 0.08 -0.17 -0.01 -1.32
C 3.730 0.947 0.357 -0.23 -0.40 -0.02 -1.14
C 2.371 1.292 0.946 -0.10 0.17 -0.07 0.42
O 2.331 2.134 1.816 0.08 -0.24 0.10 -0.63
O 1.292 0.694 0.436 -0.12 0.15 -0.09 1.33
H 2.344 -8.148 -1.083 0.01 0.00 0.02 0.38
H 2.614 -8.415 0.650 -0.01 -0.01 -0.03 0.38
H 3.931 -8.638 -0.493 -0.03 0.00 0.00 0.33
H 2.890 -6.004 -2.085 -0.01 0.01 0.04 0.41
H 3.540 -3.629 -1.792 -0.02 -0.05 0.02 0.50
H 4.824 -4.478 2.201 -0.05 -0.03 -0.02 0.50
H 4.186 -6.851 1.905 -0.03 0.03 -0.03 0.41
H 2.579 -1.518 0.021 0.00 -0.02 -0.03 -0.34
H 3.153 0.249 -1.598 -0.02 -0.12 -0.07 0.32
H 4.833 -0.075 -1.154 -0.01 0.10 -0.12 0.71
H 4.144 1.908 0.047 0.06 -0.01 -0.03 0.52
H 4.341 0.600 1.191 0.05 0.09 0.09 0.42
C -1.943 -1.941 -2.979 -0.03 0.16 -0.05 -1.97
C -0.534 -1.332 -3.124 -0.16 -0.16 0.28 0.40
C 0.410 -1.746 -2.010 0.13 0.09 0.06 -2.05
C -0.693 0.147 -3.372 0.23 -0.11 -0.01 0.08
C -0.893 0.471 -4.687 0.01 0.06 -0.26 -0.81
C -1.173 1.768 -5.115 0.03 0.01 0.20 -1.29
C -1.256 2.816 -4.205 -0.09 -0.02 -0.20 -0.70
C -1.060 2.609 -2.868 0.08 -0.13 0.11 -0.11
C -1.005 3.807 -1.983 0.02 0.19 0.01 1.98
C 0.410 4.410 -2.105 -0.01 -0.07 0.08 -1.36
C -2.067 4.866 -2.304 0.01 -0.13 -0.06 -1.96
C -0.777 1.233 -2.370 -0.10 0.02 0.12 1.02
N -0.681 1.031 -1.088 0.09 0.39 -0.72 0.70
H -1.861 -3.015 -2.810 0.00 0.01 0.01 0.45
H -2.531 -1.782 -3.885 0.01 -0.02 0.02 0.51
H -2.485 -1.495 -2.144 0.08 -0.07 -0.26 0.60
H -0.114 -1.738 -4.046 -0.05 0.04 -0.06 0.89
H 0.235 -1.199 -1.090 0.08 -0.06 0.00 0.20
H 1.439 -1.571 -2.311 0.17 0.04 0.06 0.44
H 0.300 -2.812 -1.808 0.03 0.02 -0.04 0.61
H -0.836 -0.319 -5.426 -0.02 0.03 0.01 0.53
H -1.316 1.963 -6.172 0.00 -0.02 0.02 0.45
H -1.462 3.818 -4.558 0.03 -0.06 -0.02 0.52
H -1.160 3.488 -0.964 0.01 -0.11 0.26 -1.00
H 0.592 4.730 -3.133 -0.01 0.02 0.04 0.42
H 1.182 3.689 -1.830 0.00 0.03 0.02 0.24
H 0.497 5.279 -1.452 0.00 -0.03 0.01 0.42
H -1.819 5.426 -3.207 -0.04 0.02 0.04 0.56
H -2.114 5.578 -1.480 0.01 0.03 0.00 0.39
H -3.058 4.424 -2.431 0.01 0.03 0.03 0.33
```
Positions in Å, forces in eV/Å.

energy above the lowest of the compared OMol25 structures with the same formula, charge and spin	0.0	kcal per mole
largest force on an atom	0.02124	hartree/bohr
LUMO (spin up / spin down)	-8.251 / -8.253	eV
gap between HOMO and LUMO (spin up / spin down)	0.1834 / 0.1833	Eh
total charge	+2
HOMO (spin up / spin down)	-13.24 / -13.24	eV